Density functional theory data (ωB97M-V/def2-TZVPD) for a cluster of 2 separate species, C4H10O2 in total.

Structure (XYZ):
```
16
Properties=species:S:1:pos:R:3:forces:R:3
H -1.1073 1.4777 0.9844 0.9 -0.7 -0.1
H -2.5748 -2.1212 0.1552 -0.3 -0.1 -0.3
C -1.0135 0.6532 0.2545 -0.2 -0.4 0.0
C 2.1447 0.7183 -1.0613 0.3 0.3 -0.3
H 2.6928 -0.2045 -1.2918 0.0 0.1 0.0
H 1.3221 0.8116 -1.7906 0.1 0.0 0.3
O 1.7191 0.7090 0.2720 0.7 0.8 0.2
H 0.6053 -1.1929 0.8721 -0.5 1.0 0.0
O -2.5914 -1.1810 -0.0500 -0.7 -0.5 0.1
C -0.1738 -0.7872 0.2135 -0.5 0.2 0.0
H 0.7755 0.9523 0.2879 0.9 -0.1 0.1
H -1.3156 1.0045 -0.7337 0.2 -0.5 0.1
H 0.0128 -1.1013 -0.8166 -0.4 0.3 0.2
C -1.5449 -0.6497 0.6775 -0.3 -0.1 0.3
H 2.8130 1.5713 -1.1835 0.2 0.0 -0.4
H -1.5999 -0.7075 1.7658 -0.4 -0.2 0.0
```
Positions in Å, forces in eV/Å.

Properties
Energy above the lowest of the compared OMol25 structures with the same formula, charge and spin: 322.26 kJ/mol
Highest occupied orbital energy: -9.27 eV
Structure (SMILES): OC1CC1.CO
Charge: 0
Frontier orbital gap: 10.110 eV

Results of the Mulliken charge analysis, in e, for atoms 1 through 6:
1. H 0.3637
2. H 0.3243
3. C -0.9044
4. C -0.6422
5. H 0.2235
6. H 0.2810


Density functional theory data (ωB97M-V/def2-TZVPD) for a cluster of 2 separate species, C4H10O2 in total.

Structure (XYZ):
```
16
Properties=species:S:1:pos:R:3:forces:R:3
H 0.8983 -2.0200 -1.2909 0.3 -0.1 -0.3
H -1.3567 -1.1016 -0.2252 0.0 -0.2 0.1
O -1.3265 -0.7169 3.1674 0.2 -0.1 0.0
H -1.0584 2.0245 -1.9652 0.5 0.2 -0.5
H -1.4895 1.7532 -0.4084 0.3 0.5 0.9
H -0.8467 -0.4376 2.3754 -0.2 0.0 -0.1
H 1.6067 -2.0472 0.2738 -0.5 0.6 0.3
H 2.3622 -1.0608 -0.9184 -0.3 0.3 -0.3
C 1.3767 -1.3633 -0.5607 0.3 -1.0 0.3
C 0.5036 1.0007 -0.8656 0.8 -0.4 0.8
O -0.8121 -0.4812 0.2696 0.4 -0.9 -0.4
H -1.0958 -1.6477 3.2422 -0.1 0.0 0.1
H 1.5446 1.3111 -0.9409 -0.2 0.3 -1.0
C -0.6094 2.0415 -0.9734 0.8 -1.4 -0.4
H -0.1172 2.9918 -0.7986 -0.7 0.4 0.3
C 0.4202 -0.2464 -0.3813 -1.6 1.7 0.3
```
Positions in Å, forces in eV/Å.

Properties
Energy above the lowest of the compared OMol25 structures with the same formula, charge and spin: 154.79 kJ/mol
Highest occupied orbital energy: -8.96 eV
Structure (SMILES): C/C=C(/C)O.O
Charge: 0
Frontier orbital gap: 9.577 eV

Results of the Mulliken charge analysis, in e, for atoms 1 through 6:
1. H 0.2628
2. H 0.2452
3. O -0.6668
4. H 0.2639
5. H 0.3294
6. H 0.3164


Density functional theory data (ωB97M-V/def2-TZVPD) for a structure of composition C4H10O2.

Structure (XYZ):
```
16
Properties=species:S:1:pos:R:3:forces:R:3
C 1.6842 0.9313 -0.3599 0.1 0.1 0.0
C 0.2947 0.4645 -0.6460 0.3 0.0 -0.3
H 2.4822 0.1688 -0.2871 -0.1 0.0 0.0
H 1.7184 1.5687 0.5318 0.0 -0.1 -0.2
O -0.1069 -0.3642 0.9288 -0.1 -0.1 -0.1
H 1.0120 -1.5160 -1.4113 0.0 0.1 0.0
C 0.2257 -0.7437 -1.5359 0.0 0.0 -0.1
H 1.9112 1.5856 -1.2123 0.1 -0.1 0.1
H -1.2280 1.2472 1.3050 -0.2 -0.2 0.0
H -1.7660 -0.3814 2.8211 -0.2 -0.1 0.1
H -1.9374 0.1744 0.0734 0.1 -0.1 0.2
H 0.3078 -0.3477 -2.5547 0.1 -0.1 0.0
H -0.7584 -1.2365 -1.4911 0.2 0.1 -0.1
C -1.4310 0.2068 1.0381 -0.1 0.2 -0.1
O -2.1753 -0.5069 1.9566 0.0 -0.1 0.4
H -0.1837 -1.3248 0.7860 -0.1 0.2 0.0
```
Positions in Å, forces in eV/Å.

Properties
Energy above the lowest of the compared OMol25 structures with the same formula, charge and spin: 429.86 kJ/mol
Highest occupied orbital energy: -7.14 eV
Charge: 0
Frontier orbital gap: 7.755 eV

Results of the Mulliken charge analysis, in e, for atoms 1 through 6:
1. C -1.1161
2. C 0.1857
3. H 0.2504
4. H 0.3262
5. O -0.3813
6. H 0.3150


Density functional theory data (ωB97M-V/def2-TZVPD) for an isolated molecule of C4H10O2.

Structure (XYZ):
```
16
Properties=species:S:1:pos:R:3:forces:R:3
H 0.9310 -0.1575 0.9513 -0.1 -0.2 -0.2
H 1.1244 -1.5219 -0.1569 -0.1 0.1 -0.1
H -1.9596 0.8132 -0.1910 0.1 -0.1 0.2
C 0.5027 -0.6370 0.0506 0.0 -0.1 0.3
H 2.5412 -0.1122 -1.4923 -0.2 0.1 0.0
H 2.2526 1.2720 -0.4067 -0.1 -0.1 -0.1
H -2.7878 -0.1812 1.0199 0.1 0.1 0.0
O 0.5460 0.2670 -1.0309 0.0 0.0 0.0
H -1.3468 -1.5019 -0.6056 0.0 0.1 0.1
H -0.5009 1.3939 1.4121 -0.3 -0.1 0.3
H -0.9711 -1.7760 1.1024 0.1 0.1 -0.1
C -0.9405 -1.0329 0.2985 0.0 0.0 0.1
C 1.8525 0.7203 -1.2732 0.3 0.1 -0.1
H 1.8167 1.3871 -2.1376 0.0 -0.1 0.1
O -1.2536 0.8996 1.7733 0.3 0.2 -0.3
C -1.8068 0.1674 0.6862 -0.1 -0.2 -0.2
```
Positions in Å, forces in eV/Å.

Properties
Energy above the lowest of the compared OMol25 structures with the same formula, charge and spin: 114.02 kJ/mol
Highest occupied orbital energy: -10.10 eV
Structure (SMILES): COCCCO
Charge: 0
Frontier orbital gap: 11.040 eV

Results of the Mulliken charge analysis, in e, for atoms 1 through 6:
1. H 0.4060
2. H 0.3967
3. H 0.2602
4. C -0.6539
5. H 0.2795
6. H 0.3032


Density functional theory data (ωB97M-V/def2-TZVPD) for a cluster of 2 separate species, C4H10O2 in total.

Structure (XYZ):
```
16
Properties=species:S:1:pos:R:3:forces:R:3
H -0.2227 -2.1731 1.2676 1.0 0.2 -0.3
H -0.2928 2.1043 -0.1616 -0.2 -0.3 0.1
H -2.3757 -1.6604 0.7391 0.1 -0.1 0.0
H 2.1469 2.3667 -0.9467 0.0 0.1 0.0
C 1.7622 1.4365 -0.5280 0.0 -0.4 0.1
O -0.2468 0.7557 -1.6550 0.1 0.1 0.3
H 2.2632 0.5946 -0.9990 0.0 0.0 0.0
H 1.9693 1.4505 0.5405 0.0 0.0 0.1
O -0.0453 -1.8319 -0.6953 0.1 0.5 -0.6
C -1.6671 -0.8482 0.8949 0.6 0.8 -1.0
H -0.2494 -1.1282 -1.3381 0.2 -0.3 0.2
H -1.9291 -0.0454 0.2082 -0.4 0.2 0.1
H 0.5549 -0.6174 0.9484 -0.1 0.2 -0.4
H -1.7350 -0.4855 1.9168 0.0 0.0 0.1
C 0.2882 1.3837 -0.7718 0.1 0.8 -0.6
C -0.2207 -1.3020 0.5799 -1.6 -1.8 2.0
```
Positions in Å, forces in eV/Å.

Properties
Energy above the lowest of the compared OMol25 structures with the same formula, charge and spin: 129.35 kJ/mol
Highest occupied orbital energy: -10.12 eV
Structure (SMILES): CC=O.CCO
Charge: 0
Frontier orbital gap: 11.004 eV

Results of the Mulliken charge analysis, in e, for atoms 1 through 6:
1. H 0.3250
2. H 0.3657
3. H 0.3054
4. H 0.3804
5. C -1.0737
6. O -0.5633


Density functional theory data (ωB97M-V/def2-TZVPD) for a cluster of 2 separate species, C4H10O2 in total.

Structure (XYZ):
```
16
Properties=species:S:1:pos:R:3:forces:R:3
H -0.5804 1.8458 1.1095 0.2 -0.4 -0.5
H -0.8710 -0.6736 -0.1145 0.4 0.6 0.0
H -1.1200 1.6939 -0.5881 0.8 0.7 0.0
C 0.0000 0.0000 0.0000 0.0 -0.4 0.8
C 1.1458 1.9881 -0.2864 -0.6 1.1 -0.1
H 1.2305 3.0336 -0.6402 -0.2 -0.4 0.3
H -1.0355 3.3328 -5.1223 -0.3 0.9 -0.5
C -0.2728 1.5105 0.1004 -0.3 -0.6 0.0
H 2.5863 0.9525 -1.4812 -0.5 -0.3 -0.1
O 0.8724 -0.2024 -1.1371 -0.5 0.4 1.0
C 1.4864 1.0538 -1.4073 1.0 -0.2 -1.0
H 1.1144 1.4087 -2.3877 0.1 0.0 0.4
H 0.4934 -0.2480 0.9594 0.1 -0.5 -0.5
H -0.9450 4.0785 -6.4862 -0.4 0.1 1.0
O -1.3034 4.1650 -5.5739 0.6 -0.9 -0.5
H 1.8558 1.8582 0.5530 -0.5 0.0 -0.3
```
Positions in Å, forces in eV/Å.

Properties
Energy above the lowest of the compared OMol25 structures with the same formula, charge and spin: 115.72 kJ/mol
Highest occupied orbital energy: -9.56 eV
Structure (SMILES): C1CCOC1.O
Charge: 0
Frontier orbital gap: 10.210 eV

Results of the Mulliken charge analysis, in e, for atoms 1 through 6:
1. H 0.3058
2. H 0.2990
3. H 0.2408
4. C -0.4162
5. C -0.4778
6. H 0.3036